# C2H5OP

A cluster of 2 separate species, C2H5OP in total in a non-equilibrium geometry (wB97M-V/def2-TZVPD, OMol25).

Results
Multiplicity: 3
Frontier orbital gap (alpha / beta) in eV: 6.80 / 7.94
<S²>: 2.010
Total charge: 0

```
9
Properties=species:S:1:pos:R:3:forces:R:3:mulliken_charge:R:1
C -0.192480 0.966129 1.065624 -1.342 2.207 4.702 0.0996
C 0.891592 -0.506431 -0.121286 2.278 -2.997 -0.693 -0.7048
O -0.137852 2.122036 1.399902 -0.242 -1.309 -1.700 -0.3316
P -0.425636 -1.097142 -1.172146 1.500 1.218 -2.259 0.0175
H 1.467800 -1.205010 0.605793 -1.830 1.003 -0.762 0.3462
H -1.210076 0.396822 1.145974 0.939 0.765 -0.664 0.1658
H 1.704211 0.060506 -0.537860 -0.168 0.675 -0.573 0.3585
H -0.598411 0.187510 -2.019174 0.045 -1.716 1.260 0.0596
H -1.499148 -0.924419 -0.366826 -1.181 0.154 0.689 -0.0109
```
Forces are in eV/Å.


# C6H25O7

A cluster of 7 separate species, C6H25O7 in total in a non-equilibrium geometry (wB97M-V/def2-TZVPD, OMol25).

Results
Frontier orbital gap in eV: 7.88
Total charge: -1

```
38
Properties=species:S:1:pos:R:3:forces:R:3:mulliken_charge:R:1
C 1.897933 0.489177 -0.544118 0.992 -0.636 0.447 -0.2761
O 2.902318 1.373016 -0.026248 -0.388 0.265 -0.090 -0.6482
C 0.952361 -0.060958 0.504369 -0.931 1.179 2.245 -0.0156
C -0.553711 -0.169952 0.135270 0.248 0.057 0.673 0.1023
C -1.405336 -1.013367 1.174211 0.270 2.213 -0.119 1.2328
C -2.852371 -1.346270 0.741745 -0.624 -1.532 0.654 -1.4899
C -0.749486 -2.309037 1.571781 0.957 -1.571 -2.250 -1.3282
H 2.531898 -0.335271 -0.847051 -0.201 -0.149 -0.989 0.2962
H 1.329234 0.925600 -1.373293 0.258 -0.018 -0.030 -0.1770
H 1.269662 -0.948794 1.055101 0.430 -0.267 -0.726 0.2102
H 1.034564 0.739298 1.308725 -0.505 -0.943 -0.704 0.2232
H -0.674840 -0.650930 -0.833663 -0.176 0.357 -0.303 -0.4500
H -0.897982 0.895163 0.105961 -0.221 -0.979 -0.288 0.2635
H -1.360578 -0.296446 2.004694 -0.626 -0.475 0.372 -0.2675
H -3.227003 -2.156381 1.443824 0.536 0.445 -1.061 0.3365
H -2.939885 -1.685765 -0.296200 0.556 -0.533 0.076 0.2819
H -3.729620 -0.724422 0.772636 0.341 1.651 0.402 0.3803
H 0.145739 -2.299231 2.203225 -0.335 0.345 -0.144 0.3577
H -0.463197 -2.817815 0.577676 0.012 0.569 1.314 0.1670
H -1.460404 -3.022530 1.953242 -0.302 -0.061 0.671 0.4271
H -0.055508 2.795200 2.528332 -1.980 -1.218 -0.576 0.3610
H -1.193778 1.652401 2.652265 0.253 -0.065 -0.064 0.2597
O -1.074805 2.588361 2.814201 0.494 0.927 0.597 -0.7843
H 0.741586 2.397879 -3.327364 0.023 0.066 -0.172 0.3205
H -0.353889 1.673672 -2.673819 -0.176 0.060 -0.020 0.3422
O 0.010295 1.811791 -3.558156 0.078 0.004 0.283 -0.6819
H -0.806147 -3.026725 -2.584467 0.142 -0.357 -0.025 0.2964
H -0.405501 -1.771805 -1.890834 0.529 -0.314 0.134 0.3700
O -0.098223 -2.688731 -2.022874 -1.166 0.335 -0.269 -0.7052
H -0.786239 3.579389 -0.412579 0.364 -0.217 0.458 0.2843
H 0.606086 2.892446 -0.003781 -0.761 0.907 0.536 0.3976
O 0.110099 3.394216 -0.710338 0.143 -0.337 -1.130 -0.6926
H 2.467914 2.059190 0.527887 -0.298 -0.449 -0.050 0.4432
H 1.618197 3.134571 2.114519 0.241 0.046 -0.309 0.1132
O 1.033576 2.579200 1.583608 1.189 0.718 0.559 -0.9974
H 1.493567 -2.649869 -2.603718 1.528 0.365 -0.484 0.4498
H 2.460254 -2.525352 -1.547536 0.727 0.175 -0.179 0.2912
O 2.483218 -2.480917 -2.517232 -1.624 -0.562 0.561 -0.6938
```
Forces are in eV/Å.


# C38H82Br10N7O5

A cluster of 12 separate species, C38H82Br10N7O5 in total in a non-equilibrium geometry (wB97M-V/def2-TZVPD, OMol25).

Results
Frontier orbital gap in eV: 9.35
Total charge: +1

```
142
Properties=species:S:1:pos:R:3:forces:R:3:mulliken_charge:R:1
C 9.312813 22.653733 -1.202746 -0.720 0.411 -0.068 -1.1214
C 10.477044 22.725659 -2.168256 0.029 0.320 1.021 -0.7107
N 11.551322 23.719721 -1.704703 -0.626 -0.710 -0.024 1.1437
C 11.070078 25.108193 -1.940668 0.580 0.852 0.783 -1.1544
C 11.776334 23.595813 -0.220437 0.209 -0.011 0.180 -0.8245
C 12.239965 22.236236 0.266983 0.195 0.126 1.648 -0.6330
C 12.820044 23.383687 -2.435717 0.766 0.706 0.070 -0.9086
C 13.835416 24.515433 -2.473122 0.510 0.350 0.461 -0.7284
O 14.264057 24.866254 -1.173349 -0.217 -0.201 0.885 0.7412
C 15.302198 25.832593 -1.163755 -1.094 0.805 0.398 0.3039
H 8.507884 22.049347 -1.622498 0.330 -0.321 -0.062 0.4362
H 8.778299 23.585877 -1.015002 0.588 0.187 -0.069 -0.2774
H 9.607143 22.234338 -0.241656 -0.064 -0.150 -0.054 0.2842
H 10.233741 23.101976 -3.158301 -0.182 -0.467 -0.080 0.9289
H 10.894331 21.719522 -2.148575 0.370 0.333 -0.466 0.2461
H 10.846498 25.371976 -2.966229 0.203 -0.439 -0.073 0.2704
H 11.857203 25.742812 -1.530520 0.008 0.134 -0.245 0.2900
H 10.194616 25.323596 -1.330862 -0.109 -0.448 -0.131 0.4765
H 10.852137 23.900283 0.265864 -0.102 -0.157 -0.155 0.8605
H 12.518836 24.349255 0.035022 0.068 -0.106 -0.106 0.5692
H 11.894085 22.196476 1.308728 -0.292 -0.125 -0.092 0.3006
H 13.315142 22.181584 0.446830 0.123 0.015 -0.739 -0.1387
H 11.873208 21.311050 -0.168859 -0.100 0.259 -0.470 -0.1092
H 12.609669 23.106155 -3.465783 -0.290 0.098 0.086 0.2794
H 13.278065 22.533199 -1.935645 -0.158 -0.077 0.077 0.6698
H 13.463144 25.428619 -2.949590 -0.029 -0.301 -0.386 0.0319
H 14.747413 24.158175 -2.951482 -0.392 -0.097 -0.814 -0.2846
H 15.796850 25.882974 -2.131996 0.581 -0.215 0.233 -0.1386
H 15.888254 25.706593 -0.254848 0.563 -0.610 -0.402 0.2841
H 14.871110 26.828700 -0.989516 -0.254 0.053 -0.352 -0.5438
C 15.038263 29.042316 -2.342001 -0.260 -0.314 0.424 -0.0269
O 15.425785 28.590154 -3.396525 0.065 0.012 -0.140 -0.5708
N 13.748754 29.273328 -2.007585 -0.297 0.375 -0.096 0.1657
C 13.372784 29.671879 -0.663199 -0.721 -0.728 -0.254 -0.7949
C 12.673161 28.944103 -2.900745 -1.280 -1.075 -0.259 -0.8632
H 15.689825 29.242001 -1.473570 0.300 0.179 -0.215 0.3978
H 14.264661 29.750381 -0.050215 -0.086 0.237 0.144 0.1725
H 12.699415 28.904530 -0.259275 0.346 -0.211 0.238 0.3035
H 12.731201 30.554668 -0.639232 0.535 0.403 -0.188 0.3365
H 12.249094 27.934962 -2.749233 0.597 -0.226 0.356 0.1300
H 11.765707 29.519525 -2.706190 0.436 0.708 -0.158 0.4079
H 12.921504 28.925463 -3.957795 0.383 0.574 0.092 0.3395
C 8.974236 21.750235 3.646484 -0.282 0.185 -0.811 -0.0775
O 9.787789 22.112491 2.813305 0.184 0.152 0.188 -0.5577
N 7.755164 22.304794 3.827049 -0.686 -0.486 1.241 0.1686
C 6.745404 21.590963 4.600258 -0.969 0.187 -0.574 -0.9670
C 7.269623 23.490166 3.187983 0.687 0.862 -1.631 -0.7119
H 9.144508 20.880389 4.298527 -0.002 0.028 0.029 0.4468
H 6.065371 21.103815 3.888640 0.226 -0.427 0.123 0.3373
H 6.057278 22.279706 5.095689 0.505 0.220 0.337 0.3597
H 7.129111 20.872745 5.317752 0.246 0.034 -0.095 0.3093
H 7.207521 24.373480 3.825235 0.082 -0.217 0.343 0.2791
H 7.930417 23.734095 2.350784 0.258 0.053 0.269 0.1111
H 6.310488 23.406345 2.670123 -0.207 -0.597 0.459 0.2798
C 16.341118 27.097869 3.737253 -0.064 0.515 0.584 0.1579
O 17.197929 27.475296 4.507342 0.045 -0.221 -0.298 -0.5978
N 15.459574 27.902721 3.109495 -1.723 -1.111 -1.535 0.1053
C 14.318633 27.293940 2.390834 0.351 0.235 0.062 0.0519
C 15.341072 29.325383 3.286379 1.603 0.041 1.323 -1.0016
H 16.110821 26.054565 3.477410 0.422 -0.295 0.160 0.3293
H 14.161495 26.220466 2.508231 0.715 -0.082 0.363 -0.3893
H 14.458460 27.453120 1.322097 -0.378 0.216 -0.126 -0.0707
H 13.384493 27.722490 2.757454 0.008 0.325 -0.222 0.4611
H 16.354522 29.717652 3.420218 -0.086 0.011 0.023 0.3561
H 14.926639 29.855440 2.435508 -0.466 -0.275 0.036 0.2828
H 14.850518 29.477340 4.254186 -0.413 0.585 -0.397 0.3572
C 13.451771 22.980938 4.173032 -0.550 0.385 0.342 0.8340
O 14.078615 22.056522 4.622241 0.173 -0.225 -0.114 -0.6353
N 12.379907 23.582226 4.754245 0.111 -0.038 -0.764 0.1236
C 11.658575 24.595321 4.035393 -1.517 1.499 0.668 -0.4542
C 11.710297 23.060711 5.907451 -0.330 -0.635 0.950 -0.9393
H 13.658181 23.513758 3.230275 0.400 -0.222 -0.188 -0.2994
H 12.151098 25.195370 3.271887 0.788 -0.555 0.047 -0.1362
H 11.344269 25.339641 4.780682 0.163 0.084 -0.040 0.4668
H 10.695872 24.310750 3.590756 0.276 -0.738 0.002 0.0284
H 11.495020 23.822773 6.660252 0.034 0.266 -0.267 0.3419
H 10.763558 22.576609 5.650207 -0.071 0.155 -0.197 0.1925
H 12.281005 22.299033 6.436096 0.406 0.063 -0.396 0.3404
C 18.881404 26.914993 -2.233912 -0.872 1.735 0.173 -1.3470
C 18.882447 25.430015 -1.949793 0.956 0.161 -0.269 0.3814
C 18.908205 24.635329 -3.263801 -0.307 0.190 -0.512 -0.7840
C 17.604806 24.565278 -3.955533 0.401 0.090 0.361 -0.0809
N 16.590744 24.570938 -4.494328 0.060 -0.062 0.151 -0.1762
H 19.143462 27.569785 -1.395438 0.311 -0.584 0.301 0.3566
H 17.912553 27.362779 -2.494338 -0.151 -0.583 -0.345 0.2416
H 19.553672 27.228591 -3.034464 0.121 -0.381 -0.048 0.4137
H 18.096963 25.102501 -1.273933 -0.068 0.017 -0.038 -0.1815
H 19.848182 25.235224 -1.476230 -0.147 -0.305 0.160 0.3548
H 19.332296 23.637276 -3.168761 -0.237 -0.097 0.127 0.3592
H 19.547386 25.176178 -3.965572 0.163 -0.085 0.026 0.4834
C 7.510661 21.160773 -4.013309 -1.472 0.597 -0.621 -0.1542
C 6.854499 22.047404 -5.077309 0.595 -0.745 -0.243 -0.7819
C 6.605048 23.466202 -4.589030 -0.998 1.192 -0.177 -0.3898
C 7.693110 24.225791 -3.965581 -0.037 -0.793 -0.213 0.2717
N 8.562058 24.787141 -3.470979 -0.133 0.227 -0.064 -0.3446
H 7.487211 20.133153 -4.361481 0.312 -0.032 0.061 0.3870
H 6.766041 21.245057 -3.213274 0.889 -0.244 0.772 0.0450
H 8.521533 21.512480 -3.823473 -0.069 -0.245 0.490 -0.1521
H 5.891023 21.587974 -5.304468 -0.075 0.283 -0.154 0.3765
H 7.465736 21.946095 -5.977906 -0.165 0.670 -0.123 0.3591
H 5.759012 23.507035 -3.891778 0.313 -0.434 0.405 0.0594
H 6.186418 24.149607 -5.338001 0.365 -0.318 -0.490 0.3837
Br 12.034723 18.611727 0.819919 0.292 -0.815 -0.750 -0.0628
C 12.587969 17.063027 -0.323648 0.445 0.020 0.180 -0.5630
C 12.600455 15.800605 0.495523 0.003 -0.763 -0.539 -0.6006
Br 13.630989 14.441723 -0.580333 -0.624 0.555 0.485 -0.1930
H 13.584881 17.203294 -0.737691 -0.002 0.658 0.324 0.3906
H 11.919939 16.958752 -1.174555 -0.333 0.269 0.222 0.2972
H 11.590969 15.417613 0.616014 0.122 -0.201 0.100 0.3796
H 13.114133 15.831392 1.447947 0.064 0.284 -0.042 0.4071
Br 6.228876 23.851644 -0.621827 -0.356 -0.354 0.111 -0.0858
C 4.777103 22.782853 0.188620 -0.512 0.906 -0.794 -0.5690
C 3.898718 22.223312 -0.917636 0.335 -1.066 0.495 -0.7547
Br 2.322965 21.395455 -0.070937 0.240 0.364 -0.214 -0.1510
H 4.241738 23.542339 0.747804 -0.049 -0.268 0.325 0.4346
H 5.196120 21.996790 0.804230 0.104 0.096 0.065 0.4749
H 4.400222 21.367132 -1.362909 0.025 0.134 -0.227 0.2821
H 3.593015 22.909617 -1.697689 -0.147 0.242 0.266 0.4602
Br 15.894335 23.079254 1.715346 0.374 -0.232 -0.258 0.0242
C 17.086324 21.746632 0.922525 0.261 -0.140 -0.651 -0.8588
C 16.495472 21.144524 -0.350798 -0.356 0.524 0.922 -0.5442
Br 16.562247 22.429237 -1.805282 -0.135 -0.296 0.004 0.0012
H 17.244790 20.967339 1.663175 -0.083 0.085 0.112 0.4741
H 18.024133 22.239707 0.682140 0.022 0.092 0.298 0.3997
H 15.458114 20.924382 -0.103905 -0.080 -0.187 -0.568 0.1578
H 17.018290 20.259508 -0.697374 0.105 -0.005 0.137 0.5022
Br 12.159557 24.996211 -5.402327 -0.271 0.400 -0.155 -0.0665
C 13.921098 25.631734 -6.035559 -0.608 -1.070 -0.119 -0.0852
C 14.585870 24.394626 -6.636054 0.984 0.904 -0.203 -0.6889
Br 13.903625 24.020696 -8.430254 0.017 -0.123 0.485 -0.1596
H 14.433417 26.051445 -5.174850 0.140 -0.157 -0.026 -0.1301
H 13.654254 26.396413 -6.755252 0.294 -0.007 -0.111 0.4690
H 14.557822 23.523042 -5.989798 -0.536 -0.064 -0.142 0.3741
H 15.656764 24.572188 -6.752775 -0.216 0.222 -0.236 0.4024
Br 12.121722 20.413986 -4.027269 0.292 -0.824 -0.524 -0.0088
C 12.037587 18.490536 -4.451041 -0.493 -0.236 0.265 -0.4751
C 10.630610 18.066905 -4.833405 0.717 -0.064 -0.441 -0.6443
Br 9.430159 18.275134 -3.367907 -0.408 -0.007 0.422 -0.1552
H 12.324892 17.977381 -3.537377 0.151 0.114 0.017 0.1344
H 12.722946 18.207219 -5.246604 0.143 0.495 -0.031 0.4156
H 10.628574 17.003633 -5.067890 0.094 0.005 -0.002 0.4117
H 10.284627 18.603902 -5.713495 -0.215 0.128 0.183 0.3991
```
Forces are in eV/Å.


# C5H8N2

A structure of composition C5H8N2 in a non-equilibrium geometry (wB97M-V/def2-TZVPD, OMol25).

Results
Frontier orbital gap in eV: 9.34
Total charge: 0

```
15
Properties=species:S:1:pos:R:3:forces:R:3:mulliken_charge:R:1
C 0.382726 -0.916750 1.767474 -5.310 5.720 -0.056 -0.9747
C 0.853813 -0.915368 0.325993 1.212 2.391 0.531 -0.5149
C -0.956292 -0.149845 -1.184634 4.352 10.636 -0.357 -0.4111
C -1.320010 1.168454 -1.683276 1.177 -0.849 0.630 -0.2344
C 0.546476 1.467612 -0.474979 -5.757 -1.719 -3.106 -0.1309
H -0.982175 -1.215743 2.113400 4.427 0.956 -1.702 0.2158
H 0.616535 0.103419 2.273034 -0.639 -1.749 -0.723 0.2514
H 0.935004 -1.588306 2.168446 3.292 -4.662 3.480 0.4530
H 2.005031 -0.699464 0.115066 -2.221 -1.262 1.086 0.3222
H 0.438416 -1.802861 0.013327 0.230 -2.395 -1.579 0.2822
H -1.584442 -0.858477 -1.241696 -3.598 -5.968 -0.057 0.4883
H -2.165618 1.325856 -2.473938 1.754 0.133 1.964 0.2864
H 1.437585 1.799806 -0.067405 1.358 0.791 0.783 0.4175
N 0.207790 0.090252 -0.444756 -1.404 2.039 -1.360 0.1522
N -0.414839 2.191413 -1.206055 1.128 -4.063 0.468 -0.6029
```
Forces are in eV/Å.


Number 1: E_tot -495.55589 Ha. Number 2: E_tot -770.27410 Ha. Number 3: E_tot -27996.44810 Ha. Number 4: E_tot -304.69232 Ha.